# 1
{"formula": "C26H18BiClN3O6S", "method": "the ωB97M-V functional and the def2-TZVPD basis", "elements": ["Bi", "C", "C", "O", "C", "C", "C", "C", "C", "C", "O", "H", "H", "H", "H", "H", "H", "H", "O", "C", "O", "C", "C", "Cl", "N", "N", "C", "C", "O", "O", "C", "C", "C", "C", "C", "C", "H", "H", "H", "H", "H", "H", "S", "C", "N", "C", "C", "C", "C", "C", "C", "H", "H", "H", "H", "H"], "xyz": [[11.66839, 10.56430, 5.91685], [15.55422, 8.41188, 5.09561], [14.69176, 9.34886, 5.82558], [13.82949, 9.92440, 5.12452], [14.80918, 9.69094, 7.23696], [15.84774, 9.13195, 8.02159], [16.05441, 9.39343, 9.36266], [15.12559, 10.24788, 9.93763], [14.15942, 10.92006, 9.19936], [13.96860, 10.60832, 7.88726], [13.04942, 11.33780, 7.21330], [15.37966, 8.58362, 3.96460], [15.30330, 7.37268, 5.34099], [16.63603, 8.36835, 5.30227], [16.52844, 8.50916, 7.44908], [16.85699, 8.88105, 9.84360], [15.06006, 10.48706, 11.04273], [13.53967, 11.78448, 9.57593], [8.58999, 5.41396, 7.51265], [7.65499, 6.01635, 6.76114], [6.58562, 5.56957, 6.58502], [8.15180, 7.36494, 6.29254], [7.25990, 8.37945, 6.03633], [5.53029, 8.41386, 6.18836], [7.93882, 9.52247, 5.74691], [9.19169, 9.33508, 5.83015], [9.42034, 8.06245, 6.23956], [10.83044, 7.60091, 6.40711], [11.00859, 6.43492, 6.69585], [11.73952, 8.46507, 6.22728], [7.43240, 10.83309, 5.42160], [6.54607, 11.42686, 6.24200], [6.03373, 12.67652, 5.84826], [6.46084, 13.31349, 4.69423], [7.48121, 12.69289, 3.91139], [7.92219, 11.42640, 4.27030], [9.43207, 5.64948, 7.17680], [6.27416, 11.05475, 7.22060], [5.20504, 13.02858, 6.44897], [5.98870, 14.18056, 4.37671], [7.81480, 13.24253, 3.06433], [8.58030, 10.91314, 3.64092], [10.61444, 9.70749, 10.54519], [11.10594, 9.38762, 8.90375], [10.71428, 10.27604, 8.02639], [10.03007, 11.36287, 8.59778], [9.48738, 12.45177, 7.93322], [8.96574, 13.46939, 8.73886], [8.88748, 13.39724, 10.14950], [9.33272, 12.20197, 10.77103], [9.84966, 11.17057, 10.02147], [11.81558, 8.58659, 8.69704], [9.39875, 12.61844, 6.81541], [8.50796, 14.34490, 8.30879], [8.58606, 14.23737, 10.80595], [9.27084, 12.05260, 11.85155]], "atomic_forces_ev_per_a": [[-0.15, -0.32, -0.48], [0.93, -0.98, -2.04], [-0.38, 1.30, 0.09], [-0.67, -0.40, -0.04], [0.75, -0.84, 0.90], [0.07, -0.10, -1.24], [-1.00, -0.17, -1.11], [-0.57, 1.15, 2.33], [-0.39, 0.80, 1.07], [-0.33, 0.87, -1.85], [0.41, -0.04, 0.61], [0.34, -0.39, 1.97], [-0.57, 0.11, -0.09], [-0.38, 0.77, 0.06], [0.09, -0.16, 0.46], [0.23, 0.03, 0.63], [0.74, -0.45, -1.34], [0.72, -1.33, -0.03], [-2.00, -1.07, 0.45], [2.57, 0.53, 0.65], [-1.65, -0.20, -0.38], [0.12, 0.99, 0.24], [-1.59, 0.42, -0.02], [0.99, -0.19, -0.32], [-2.79, 0.22, -0.01], [3.87, -1.59, 0.76], [-1.45, 0.55, -1.21], [-2.59, -1.43, 0.01], [0.53, -0.06, 0.15], [2.25, 1.15, -0.32], [0.94, -1.29, -0.47], [-0.78, 1.75, 0.66], [-0.31, -0.60, 0.07], [1.38, -2.50, 0.37], [-1.44, 0.33, 1.55], [-0.81, 1.41, 0.05], [2.26, 0.59, -0.33], [-0.11, -0.39, -0.24], [0.15, 0.51, -0.05], [-0.56, 1.62, -0.51], [0.42, -0.09, -0.71], [0.99, -0.80, -0.75], [0.11, -0.13, -0.96], [-0.16, 0.87, 0.67], [0.14, 0.26, 0.63], [-0.34, -1.69, 1.15], [-0.47, 1.20, -0.45], [-0.57, 0.09, 0.88], [1.04, -1.36, 0.21], [-0.77, 0.91, 0.65], [0.76, 0.88, -2.04], [-0.48, 0.04, -0.13], [0.44, -0.59, 1.40], [0.18, 0.12, -0.43], [-0.04, -0.63, -0.83], [-0.06, 0.34, -0.27]], "e_lumo_ev": -3.6, "homo_ev": -12.0, "e_above_lowest_ev": 1.227, "e_tot_ha": -2690.09619, "charge": 1, "largest_force_ev_per_a": 4.3, "homo_lumo_gap_ha": 0.3072}

***

# 2
{"formula": "CH4NO2P", "method": "the ωB97M-V functional and the def2-TZVPD basis", "elements": ["C", "N", "O", "O", "P", "H", "H", "H", "H"], "xyz": [[1.99571, -0.24395, -0.05595], [-1.75809, 0.77172, -0.29559], [-0.78935, -1.49273, -0.19570], [0.86657, 0.56902, 0.44118], [-0.65852, -0.23735, 0.57488], [1.95210, -0.80232, -0.90488], [2.73918, -0.29374, 0.66874], [-2.48990, 0.01428, -0.41927], [-1.85770, 1.71507, 0.18659]], "atomic_forces_ev_per_a": [[-3.16, 3.58, 2.88], [0.93, -0.01, 1.73], [0.51, -0.80, 0.56], [1.18, -2.79, -1.27], [0.83, 1.09, -1.79], [-0.68, -1.36, -2.14], [1.25, -0.08, 0.87], [0.14, 2.22, 0.16], [-0.99, -1.85, -1.00]], "e_lumo_ev": [-1.8, 0.0], "homo_ev": [-8.8, -9.1], "e_above_lowest_ev": 3.198, "e_tot_ha": -587.00742, "largest_force_ev_per_a": 5.6, "homo_lumo_gap_ha": [0.2556, 0.3330]}

***

# 3
{"formula": "C5H5O3S2", "method": "the ωB97M-V functional and the def2-TZVPD basis", "elements": ["C", "C", "C", "C", "C", "O", "O", "O", "S", "S", "H", "H", "H", "H", "H"], "xyz": [[-1.25780, 1.69728, 0.26020], [-0.28642, 2.62973, 0.11777], [-0.65847, 0.40732, 0.10895], [0.74426, 0.43641, -0.08709], [-0.78852, -1.94556, -0.20776], [2.28076, -1.28822, 1.34993], [2.20643, -1.66242, -1.09274], [-1.42612, -0.69721, 0.08691], [1.26863, 2.06786, -0.06131], [2.40281, -0.67254, 0.00870], [-2.24078, 1.85992, 0.54477], [-0.48155, 3.75358, 0.03417], [-0.14780, -2.12040, 0.57688], [-0.12656, -1.75503, -1.15424], [-1.48886, -2.71073, -0.48516]], "atomic_forces_ev_per_a": [[2.29, -1.26, -0.44], [-1.30, 3.83, 0.05], [1.97, -0.34, -0.43], [-0.59, -0.47, 0.50], [1.00, 2.47, -3.64], [0.06, 0.00, -0.08], [0.31, 0.40, 0.44], [-1.43, -0.49, 0.12], [0.33, -0.42, -0.39], [-1.17, -0.44, -0.52], [-1.76, 0.34, 0.10], [0.32, -1.73, 0.43], [1.50, -1.20, 1.75], [-0.91, -0.54, 1.65], [-0.62, -0.14, 0.46]], "e_lumo_ev": 3.2, "homo_ev": -3.9, "e_above_lowest_ev": 0.414, "e_tot_ha": -1215.61517, "charge": -1, "largest_force_ev_per_a": 4.5, "homo_lumo_gap_ha": 0.2625}